(1)
The following is a quantum chemistry calculation of a 17-piece molecular cluster, C18H56BN17O32 overall at a distorted geometry, from OMol25.

```
124
C18H56BN17O32, DFT ωB97M-V/def2-TZVPD
C -5.29 -2.52 -2.05
C -4.39 -3.54 -2.85
B -4.86 -5.08 -2.73
N -4.41 -5.85 -1.54
H -5.88 -2.97 -1.22
H -5.99 -1.94 -2.70
H -4.60 -1.76 -1.61
H -4.26 -3.26 -3.93
H -3.37 -3.49 -2.38
H -5.52 -5.61 -3.58
H -4.31 -6.83 -1.78
H -3.47 -5.48 -1.34
C -5.91 1.00 0.15
N -6.54 0.56 -1.12
O -5.87 0.61 -2.12
O -7.69 0.18 -1.06
H -4.88 1.31 -0.06
H -6.49 1.83 0.54
H -5.92 0.15 0.83
C -3.80 -7.47 -5.81
N -2.88 -8.08 -4.82
O -1.73 -8.27 -5.16
O -3.33 -8.34 -3.73
H -3.26 -7.29 -6.73
H -4.62 -8.17 -5.97
H -4.17 -6.54 -5.39
C -9.04 -5.76 -4.69
N -7.83 -6.51 -5.11
O -7.99 -7.64 -5.52
O -6.76 -5.94 -5.00
H -9.91 -6.38 -4.83
H -8.91 -5.50 -3.64
H -9.09 -4.86 -5.30
C 1.41 -7.59 -6.10
N 2.27 -6.76 -6.97
O 2.96 -5.92 -6.44
O 2.22 -6.99 -8.16
H 1.55 -7.28 -5.07
H 0.38 -7.43 -6.42
H 1.70 -8.63 -6.24
C 1.57 -2.99 -7.97
N 0.39 -2.74 -7.11
O 0.31 -1.65 -6.58
O -0.40 -3.64 -6.99
H 2.19 -2.11 -7.99
H 2.11 -3.84 -7.55
H 1.20 -3.22 -8.97
C -1.11 2.13 1.26
N -2.52 1.73 1.00
O -3.13 2.34 0.15
O -2.97 0.82 1.66
H -0.85 2.95 0.60
H -1.04 2.44 2.30
H -0.48 1.27 1.06
C 2.01 2.21 -2.13
N 1.14 2.60 -0.99
O 0.30 3.45 -1.19
O 1.35 2.04 0.07
H 1.72 2.79 -3.00
H 3.04 2.43 -1.85
H 1.86 1.15 -2.31
C 4.44 1.76 1.29
N 5.25 2.61 0.38
O 5.96 3.45 0.88
O 5.13 2.41 -0.81
H 4.64 2.05 2.31
H 3.39 1.92 1.04
H 4.73 0.72 1.11
C 4.54 4.54 5.56
N 3.58 3.99 4.56
O 2.65 4.68 4.24
O 3.81 2.87 4.14
H 4.22 5.53 5.84
H 4.54 3.88 6.42
H 5.52 4.57 5.08
C -2.41 -9.84 -0.93
N -1.48 -10.45 0.06
O -0.34 -10.63 -0.30
O -1.93 -10.71 1.15
H -1.88 -9.66 -1.85
H -3.23 -10.55 -1.08
H -2.78 -8.91 -0.50
C -2.41 3.80 5.35
N -0.93 3.68 5.34
O -0.32 4.15 6.28
O -0.43 3.11 4.39
H -2.71 4.33 6.25
H -2.70 4.36 4.46
H -2.82 2.79 5.33
C 7.83 7.04 7.01
N 6.41 6.67 6.80
O 5.77 7.31 5.99
O 5.98 5.74 7.45
H 8.07 7.88 6.36
H 7.94 7.32 8.05
H 8.44 6.18 6.76
C 0.31 -6.30 -10.79
N -1.10 -6.44 -10.32
O -1.92 -6.82 -11.13
O -1.32 -6.18 -9.16
H 0.35 -6.58 -11.84
H 0.60 -5.27 -10.65
H 0.92 -6.97 -10.19
C 5.58 10.59 7.32
N 6.56 9.94 8.23
O 7.69 9.77 7.81
O 6.17 9.62 9.33
H 6.07 10.81 6.38
H 4.76 9.88 7.17
H 5.24 11.48 7.80
C 1.72 1.30 6.25
N 2.70 0.46 6.99
O 3.10 0.88 8.06
O 3.03 -0.59 6.48
H 1.52 2.20 6.82
H 2.17 1.55 5.29
H 0.82 0.71 6.12
C 2.66 14.22 7.90
N 3.85 13.49 7.40
O 3.69 12.37 6.96
O 4.92 14.07 7.48
H 1.79 13.59 7.78
H 2.83 14.45 8.95
H 2.57 15.14 7.32
```

Summary:
orbital gap: 0.3533 Eh
HOMO: -0.3678 Eh



(2)
The following is a quantum chemistry calculation of C44H45FeN4OP3S3 as an isolated structure, from OMol25.

```
101
C44H45FeN4OP3S3, DFT ωB97M-V/def2-TZVPD
Fe 0.65 0.45 -0.02
O 1.18 -0.24 1.99
S 0.40 -1.53 1.62
C 1.52 -2.83 1.37
C 2.17 -3.59 2.34
C 2.93 -4.67 1.92
C 3.03 -4.97 0.56
C 2.43 -4.17 -0.40
C 1.67 -3.07 0.00
P 1.01 -1.83 -1.19
C -0.60 -2.41 -1.74
C -1.38 -1.54 -2.50
C -2.62 -1.97 -2.97
C -3.08 -3.24 -2.66
C -2.31 -4.09 -1.87
C -1.07 -3.68 -1.41
C 2.18 -2.03 -2.57
C 1.75 -2.50 -3.81
C 2.66 -2.66 -4.85
C 4.00 -2.35 -4.65
C 4.43 -1.87 -3.41
C 3.52 -1.71 -2.38
C -0.82 -1.89 2.80
C -0.83 -2.99 3.66
C -1.98 -3.22 4.40
C -3.09 -2.40 4.26
C -3.06 -1.32 3.39
C -1.92 -1.04 2.66
P -1.80 0.43 1.55
C -1.86 1.82 2.69
C -0.73 2.61 2.86
C -0.72 3.66 3.77
C -1.86 3.93 4.51
C -3.00 3.15 4.36
C -3.00 2.10 3.45
C -3.36 0.38 0.63
C -4.15 1.51 0.46
C -5.34 1.42 -0.26
C -5.72 0.21 -0.83
C -4.92 -0.91 -0.68
C -3.73 -0.83 0.04
H 2.10 -3.34 3.39
H 3.45 -5.27 2.65
H 3.61 -5.83 0.25
H 2.56 -4.39 -1.45
H -1.03 -0.54 -2.73
H -3.23 -1.30 -3.56
H -4.04 -3.57 -3.03
H -2.68 -5.08 -1.63
H -0.48 -4.35 -0.80
H 0.71 -2.76 -3.96
H 2.33 -3.06 -5.80
H 4.71 -2.50 -5.45
H 5.48 -1.65 -3.26
H 3.87 -1.35 -1.42
H 0.01 -3.66 3.74
H -2.01 -4.06 5.08
H -3.99 -2.61 4.83
H -3.95 -0.71 3.28
H 0.16 2.39 2.28
H 0.17 4.26 3.90
H -1.86 4.75 5.22
H -3.89 3.36 4.94
H -3.91 1.52 3.33
H -3.87 2.46 0.90
H -5.97 2.29 -0.37
H -6.65 0.14 -1.38
H -5.22 -1.86 -1.11
H -3.12 -1.72 0.16
N -0.65 3.50 -2.93
C -0.33 3.50 -1.66
N 0.33 4.52 -1.13
S -0.89 2.20 -0.64
H -0.49 4.30 -3.53
H -1.10 2.69 -3.32
H 0.56 5.35 -1.66
H 0.43 4.56 -0.13
S 1.71 1.21 -2.48
C 1.22 0.98 -4.09
N 2.21 0.78 -5.01
C 1.97 0.57 -6.32
C 0.69 0.56 -6.76
C -0.30 0.77 -5.80
N -0.06 0.98 -4.51
H 3.15 0.75 -4.65
H 2.84 0.43 -6.95
H 0.45 0.39 -7.80
H -1.34 0.78 -6.09
C 3.96 0.42 1.50
P 2.87 1.60 0.65
C 3.99 2.37 -0.56
C 2.69 2.92 1.89
H 4.95 0.88 1.60
H 4.05 -0.52 0.95
H 3.56 0.20 2.49
H 4.84 2.77 -0.02
H 3.48 3.17 -1.11
H 4.33 1.63 -1.29
H 3.69 3.25 2.17
H 2.18 2.54 2.78
H 2.14 3.77 1.50
```

Summary:
spin multiplicity: 6
total charge: +3
orbital gap (alpha / beta): 0.2836 / 0.2325 Eh
HOMO (alpha / beta): -0.5601 / -0.5654 Eh



(3)
The following is a quantum chemistry calculation of a single C5H11N2 molecule at a distorted geometry, from OMol25.

```
18
C5H11N2, DFT ωB97M-V/def2-TZVPD
C -1.73 -0.18 -0.48
C -1.33 -0.03 1.03
C -0.07 -0.81 1.44
C 1.19 -0.67 0.93
N 1.45 0.14 -0.21
C 2.63 0.46 -0.57
N -0.86 0.62 -1.39
H -2.78 0.08 -0.59
H -1.63 -1.20 -0.70
H -2.17 -0.39 1.66
H -1.29 1.02 1.26
H -0.15 -1.51 2.30
H 2.08 -1.10 1.32
H 3.54 0.07 0.00
H 2.72 1.10 -1.44
H -1.13 1.63 -1.37
H 0.54 0.40 -0.81
H -1.00 0.35 -2.37
```

Summary:
spin multiplicity: 2
orbital gap (alpha / beta): 0.2077 / 0.3314 Eh
energy above the lowest of the compared OMol25 structures with the same formula, charge and spin: 0.0 kJ/mol
HOMO (alpha / beta): -0.1768 / -0.3018 Eh



(4)
The following is a quantum chemistry calculation of a single C21H26N4O3 molecule, from OMol25.

```
54
C21H26N4O3, DFT ωB97M-V/def2-TZVPD
C -2.93 3.68 5.30
C -2.06 3.21 4.13
C -2.35 4.01 2.86
C -1.42 3.65 1.70
C -1.67 2.25 1.15
C -0.76 1.96 -0.04
O -0.98 0.62 -0.50
C -1.23 0.44 -1.78
O -1.29 1.29 -2.63
C -1.50 -1.05 -2.05
C -2.75 -1.38 -1.39
N -3.74 -1.59 -0.87
C -0.38 -1.90 -1.49
N -0.72 -3.02 -0.92
C 0.22 -3.72 -0.23
C -0.11 -4.94 0.37
C 0.83 -5.58 1.14
C 2.10 -5.03 1.33
C 2.44 -3.84 0.75
C 1.51 -3.16 -0.06
N 1.87 -2.03 -0.70
C 0.98 -1.43 -1.46
N 1.34 -0.27 -2.11
C 2.58 0.36 -1.69
C 3.78 -0.21 -2.45
O 3.60 -0.08 -3.85
C 2.43 -0.73 -4.26
C 1.18 -0.17 -3.56
H -2.71 3.10 6.19
H -3.98 3.56 5.06
H -2.74 4.73 5.51
H -1.01 3.32 4.40
H -2.25 2.15 3.96
H -2.23 5.07 3.08
H -3.38 3.84 2.56
H -0.38 3.73 2.03
H -1.57 4.37 0.89
H -2.71 2.15 0.83
H -1.48 1.50 1.92
H 0.30 2.02 0.26
H -0.94 2.65 -0.86
H -1.63 -1.20 -3.13
H -1.10 -5.34 0.21
H 0.59 -6.53 1.60
H 2.81 -5.55 1.95
H 3.42 -3.40 0.88
H 2.48 1.43 -1.91
H 2.70 0.21 -0.62
H 3.91 -1.26 -2.18
H 4.69 0.35 -2.21
H 2.50 -1.81 -4.05
H 2.35 -0.58 -5.34
H 1.05 0.88 -3.81
H 0.31 -0.73 -3.89
```

Summary:
SMILES: CCCCCCOC(=O)[C@H](C#N)c1nc2ccccc2nc1N1CCOCC1
orbital gap: 0.3014 Eh
energy above the lowest of the compared OMol25 structures with the same formula, charge and spin: 235.5 kJ/mol
HOMO: -0.3103 Eh



(5)
The following is a quantum chemistry calculation of C28H34Cl3GeN6O11PSTi as an isolated structure at a distorted geometry, from OMol25.

```
86
C28H34Cl3GeN6O11PSTi, DFT ωB97M-V/def2-TZVPD
Ti 0.24 0.10 -0.29
O 2.25 0.43 -0.09
N 2.82 1.38 0.64
C 4.17 1.43 0.61
C 4.85 2.37 1.31
C 4.12 3.29 2.08
C 2.76 3.21 2.12
C 2.06 2.23 1.38
S 0.37 2.09 1.41
H 4.61 0.65 0.01
H 5.93 2.39 1.28
H 4.64 4.05 2.66
H 2.16 3.88 2.72
N -2.39 -2.89 -1.13
N -2.95 -2.55 0.16
H -1.55 -3.45 -0.99
H -2.06 -2.01 -1.51
H -2.22 -2.38 0.84
H -3.47 -3.37 0.47
Cl -0.86 -2.46 3.53
Ge -0.18 -0.45 2.90
Cl 1.13 0.27 4.50
Cl -2.12 0.62 3.27
O -2.28 0.58 -2.59
C -2.55 0.69 -1.39
O -1.76 0.41 -0.42
C -3.90 1.18 -0.95
C -4.51 2.22 -1.64
C -5.74 2.74 -1.24
C -6.33 2.15 -0.15
O -7.54 2.44 0.42
C -7.63 1.61 1.58
O -6.56 0.69 1.54
C -5.73 1.10 0.52
C -4.51 0.59 0.16
H -4.00 2.63 -2.50
H -6.21 3.56 -1.76
H -8.58 1.07 1.56
H -7.55 2.23 2.48
H -4.03 -0.23 0.68
C 2.51 1.38 -3.30
P 1.06 2.37 -2.85
C -0.07 2.35 -4.27
C 1.65 4.06 -2.65
O 0.37 1.90 -1.62
H 3.26 1.99 -3.80
H 2.22 0.56 -3.96
H 2.91 0.95 -2.39
H 0.47 2.36 -5.22
H -0.74 3.21 -4.22
H -0.67 1.45 -4.16
H 2.09 4.45 -3.56
H 2.39 4.09 -1.85
H 0.80 4.69 -2.36
O 1.60 -1.58 2.07
C 1.27 -2.18 1.01
O 0.22 -1.74 0.33
C 1.97 -3.30 0.45
C 1.55 -3.88 -0.77
C 2.26 -4.88 -1.36
C 3.45 -5.34 -0.77
C 3.87 -4.80 0.47
C 3.14 -3.81 1.06
N 4.21 -6.32 -1.41
O 5.26 -6.73 -0.86
O 3.82 -6.76 -2.51
H 0.64 -3.52 -1.23
H 1.94 -5.34 -2.29
H 4.77 -5.19 0.92
H 3.46 -3.38 2.00
N 0.54 -0.81 -2.31
C 0.02 -1.57 -3.01
N -0.55 -2.43 -3.79
C 0.23 -3.53 -4.38
C 0.56 -3.16 -5.82
O -0.61 -2.85 -6.55
C -1.29 -1.73 -5.99
C -1.73 -2.02 -4.57
H -0.40 -4.42 -4.35
H 1.12 -3.70 -3.78
H 1.04 -4.00 -6.33
H 1.25 -2.31 -5.83
H -2.15 -1.54 -6.63
H -0.64 -0.85 -6.01
H -2.44 -2.85 -4.54
H -2.18 -1.15 -4.08
```

Summary:
spin multiplicity: 4
total charge: -1
orbital gap (alpha / beta): 0.1675 / 0.2587 Eh
energy above the lowest of the compared OMol25 structures with the same formula, charge and spin: 96.9 kJ/mol
HOMO (alpha / beta): -0.1051 / -0.2226 Eh



(6)
The following is a quantum chemistry calculation of C13H24GaO6 as an isolated structure, from OMol25.

```
44
C13H24GaO6, DFT ωB97M-V/def2-TZVPD
C -0.51 2.46 0.50
C -1.52 1.34 0.78
C -0.93 -0.05 1.04
C 0.00 -0.14 2.25
O 1.18 0.60 2.17
Ga 2.48 0.08 0.93
C 3.06 -1.84 1.18
C 4.11 1.32 1.27
C 4.10 2.55 0.50
O 3.67 3.63 0.78
O 4.73 2.38 -0.79
C 3.96 2.01 -1.86
C 4.39 0.70 -2.46
O 3.05 2.67 -2.27
H -0.27 3.01 1.41
H 0.42 2.07 0.10
H -0.91 3.18 -0.22
H -2.14 1.60 1.65
H -2.22 1.26 -0.07
H -1.77 -0.72 1.25
H -0.45 -0.43 0.14
H 0.21 -1.21 2.43
H -0.57 0.21 3.12
H 1.98 0.32 -0.58
H 2.49 -2.38 1.94
H 2.93 -2.36 0.23
H 4.12 -1.90 1.44
H 4.10 1.55 2.34
H 4.97 0.70 1.01
H 4.29 0.74 -3.55
H 3.70 -0.06 -2.07
H 5.41 0.44 -2.17
O -3.58 -3.01 1.02
C -4.12 -2.45 0.11
O -3.81 -1.18 -0.26
C -4.68 -0.73 -1.30
C -5.21 -2.00 -1.96
C -5.23 -2.97 -0.79
H -5.48 -0.14 -0.85
H -4.10 -0.10 -1.96
H -6.17 -1.86 -2.45
H -4.49 -2.35 -2.71
H -6.16 -2.92 -0.22
H -5.03 -4.01 -1.05
```

Summary:
total charge: -1
orbital gap: 0.2662 Eh
HOMO: -0.1783 Eh



(7)
The following is a quantum chemistry calculation of a 2-piece molecular cluster, CH2FN2O3 overall at a distorted geometry, from OMol25.

```
9
CH2FN2O3, DFT ωB97M-V/def2-TZVPD
C 1.11 1.03 0.20
N -1.11 -0.12 -0.73
N -0.62 -1.30 -0.13
O -1.21 -1.90 0.77
O 0.41 -1.74 -0.66
O -2.25 0.23 -0.44
F 0.87 2.35 0.25
H 0.97 0.68 1.24
H 1.85 0.77 -0.52
```

Summary:
total charge: -1
orbital gap (alpha / beta): 0.2619 / 0.2934 Eh
energy above the lowest of the compared OMol25 structures with the same formula, charge and spin: 349.3 kJ/mol
HOMO (alpha / beta): -0.1083 / -0.1353 Eh